[1]
Formula: CH4Cl2NOPS
Source: the OMol25 dataset
Level of theory: ωB97M-V/def2-TZVPD

Each line ends with the Löwdin charge.
Positions of all 11 atoms, in Å:
C  0.85931  -0.97039  0.75228  -0.11
N  0.22419  0.25736  -1.12722  0.10
O  1.17406  -0.53744  -0.65215  -0.42
P  3.26192  0.26774  0.29225  -0.30
S  3.78921  1.41414  1.77368  0.17
Cl  4.12403  -1.69191  0.49205  0.14
Cl  4.15358  0.70703  -1.44278  0.20
H  0.36256  -2.01117  0.54989  0.13
H  0.20910  -0.10209  1.08460  0.11
H  1.79400  -1.09876  1.31368  -0.03
H  0.43463  0.51913  -2.00818  0.01

The energy above the lowest of the compared OMol25 structures with the same formula, charge and spin is 0.0 kJ/mol. The value obtained for the calculated total energy is -1830.30053 Ha. For the HOMO-LUMO gap (alpha / beta), the calculation gives 8.476 / 7.024 eV. The charge is 0. The calculation puts the HOMO energy (alpha / beta) at -8.863 / -9.420 eV.

[2]
Formula: C4H10O
Source: the OMol25 dataset
Level of theory: ωB97M-V/def2-TZVPD

Each line ends with the Löwdin charge.
Positions of all 15 atoms, in Å:
C  -0.90226  0.21908  1.25716  -0.12
C  0.02607  0.42536  0.10587  -0.54
C  -0.81664  0.40531  -1.12149  -0.08
C  1.17616  -0.57310  0.05985  -0.25
O  2.06129  -0.22959  -0.99148  -0.07
H  -1.58284  1.07572  1.36385  0.07
H  -0.31577  0.11558  2.20581  0.09
H  -1.72580  -0.69897  0.66288  0.13
H  0.33327  1.40029  0.51985  0.14
H  -0.23675  0.28733  -2.06263  0.08
H  -1.64408  -0.57489  -0.63049  0.13
H  -1.50922  1.24981  -1.20244  0.07
H  0.76996  -1.59144  -0.08002  0.13
H  1.69053  -0.54789  1.03235  0.12
H  2.67608  -0.96258  -1.11908  0.09

The energy above the lowest of the compared OMol25 structures with the same formula, charge and spin is 291.3 kJ/mol. The value obtained for the calculated total energy is -233.53400 Ha. For the HOMO-LUMO gap, the calculation gives 11.385 eV. The charge is 0. The calculation puts the HOMO energy at -10.399 eV.

[3]
Formula: C10H12N4O4Pd
Source: the OMol25 dataset
Level of theory: ωB97M-V/def2-TZVPD

Each line ends with the Löwdin charge.
Positions of all 31 atoms, in Å:
Pd  0.01384  -1.11619  -2.18831  0.57
O  0.02206  1.66774  -3.78862  0.19
C  -0.04849  0.57807  -3.44475  -0.06
C  1.72800  -2.18790  -1.94707  -0.08
O  2.67370  -2.83098  -1.79380  0.18
C  -1.73227  -2.13960  -1.94508  -0.08
O  -2.69080  -2.76485  -1.84371  0.19
C  -0.00346  -1.88585  -4.04355  -0.15
O  -0.00301  -2.57820  -4.96535  0.22
C  -0.32176  1.29049  -0.36281  -0.15
N  0.01658  -0.15420  -0.17462  -0.19
C  -0.99387  -0.72551  0.77285  -0.11
N  -1.02630  -0.01378  2.09082  0.10
C  -1.35201  1.42684  1.83906  -0.08
N  -0.34372  2.05483  0.92579  -0.03
C  1.01223  1.94069  1.55798  -0.08
N  1.36897  0.51057  1.81559  0.01
C  1.34194  -0.24171  0.52189  -0.13
C  0.33128  -0.08188  2.72110  -0.09
H  -1.31807  1.37008  -0.82839  0.14
H  0.41837  1.76315  -1.02268  0.13
H  -0.76511  -1.78333  0.95134  0.15
H  -1.99921  -0.65212  0.32983  0.14
H  -1.33592  1.96647  2.79998  0.15
H  -2.35972  1.50691  1.38713  0.16
H  1.77400  2.40238  0.90044  0.16
H  0.98987  2.47578  2.52208  0.15
H  1.56078  -1.30016  0.74373  0.14
H  2.13591  0.14825  -0.12724  0.15
H  0.31424  0.49169  3.66316  0.16
H  0.59195  -1.13768  2.93322  0.16

The value obtained for the calculated total energy is -1035.39176 Ha. For the HOMO-LUMO gap (alpha / beta), the calculation gives 8.843 / 5.684 eV. As for the spin multiplicity: 3. The charge is +2. The calculation puts the HOMO energy (alpha / beta) at -15.675 / -17.111 eV.

[4]
Formula: C4H7N2
Source: the OMol25 dataset
Level of theory: ωB97M-V/def2-TZVPD

Each line ends with the Löwdin charge.
Positions of all 13 atoms, in Å:
C  2.61699  0.80210  0.06062  0.15
C  -1.15197  0.24534  0.04457  -0.16
C  -0.52107  -0.94203  0.00752  -0.09
C  1.70492  -0.10680  0.03289  -0.02
N  -2.49792  0.43881  0.12314  0.08
N  0.87675  -1.06512  0.11460  0.12
H  2.94554  1.01845  -0.95499  0.12
H  2.82975  1.20409  1.03684  0.11
H  -0.57027  1.14960  0.03810  0.13
H  -1.08473  -1.84272  -0.25826  0.14
H  -3.02025  1.34313  -0.03772  0.15
H  -3.20772  -0.27828  -0.11190  0.13
H  1.08000  -1.96659  -0.09540  0.14

The energy above the lowest of the compared OMol25 structures with the same formula, charge and spin is 356.7 kJ/mol. The value obtained for the calculated total energy is -265.77263 Ha. For the HOMO-LUMO gap, the calculation gives 8.210 eV. Its structure (SMILES) is C=C=[NH+]/C=C/N. The charge is +1. The calculation puts the HOMO energy at -12.761 eV.

[5]
Formula: C36H37EuNP2S
Source: the OMol25 dataset
Level of theory: ωB97M-V/def2-TZVPD

Each line ends with the Löwdin charge.
Positions of all 78 atoms, in Å:
Eu  0.19109  0.02805  0.00705  1.20
C  -0.03696  -7.87914  0.04440  -0.10
C  -0.40814  -7.33004  -1.13261  -0.12
C  -1.72821  -7.39468  -1.83951  -0.19
C  -2.96459  -7.78509  -0.98974  -0.20
C  -3.20632  -6.84146  0.15511  -0.11
C  -2.66153  -6.86101  1.38846  -0.11
C  -1.68300  -7.82535  1.98473  -0.19
C  -0.86086  -8.69674  0.99895  -0.20
C  -0.78122  1.90825  1.16271  -0.40
H  0.99601  -7.71187  0.36735  0.10
H  0.36322  -6.79041  -1.68587  0.09
H  -1.66372  -8.08325  -2.70059  0.12
H  -1.90856  -6.39799  -2.27425  0.10
H  -3.83952  -7.73261  -1.66177  0.11
H  -2.88186  -8.82948  -0.66781  0.10
H  -3.92169  -6.04049  -0.06208  0.10
H  -2.99717  -6.09396  2.08874  0.08
H  -2.19445  -8.49575  2.69732  0.12
H  -0.97701  -7.23678  2.59258  0.11
H  -0.16756  -9.30125  1.61089  0.11
H  -1.52188  -9.40426  0.48554  0.10
H  0.03072  2.05448  2.00408  0.02
H  -1.73117  1.56874  1.40181  -0.12
H  -0.95619  2.68826  0.40634  -0.04
P  0.75380  -2.26791  -1.26459  0.81
P  -2.08565  -1.42224  0.72399  0.86
C  -0.66078  -3.17799  -0.92818  -0.29
C  -1.77600  -2.85907  -0.18426  -0.28
C  0.98788  -1.87334  -2.91275  -0.41
C  0.70596  -2.98496  -3.71134  -0.11
C  0.92999  -2.87077  -5.06352  -0.08
C  1.43631  -1.68966  -5.61705  -0.06
C  1.71798  -0.59383  -4.78264  -0.07
C  1.49635  -0.66053  -3.41823  -0.07
C  2.15044  -2.79112  -0.35539  -0.37
C  2.27234  -2.80613  1.04809  -0.09
C  3.42411  -3.36718  1.58133  -0.08
C  4.42488  -3.88978  0.74539  -0.07
C  4.26357  -3.84880  -0.64182  -0.08
C  3.13296  -3.31413  -1.21293  -0.09
C  -3.54219  -0.59420  0.27057  -0.37
C  -3.76353  0.03491  -0.96799  -0.08
C  -5.01488  0.58037  -1.19097  -0.08
C  -6.01886  0.50712  -0.20796  -0.07
C  -5.75401  -0.11981  1.01073  -0.08
C  -4.52772  -0.68426  1.27096  -0.08
C  -1.89793  -1.73081  2.43583  -0.39
C  -1.43024  -0.78264  3.36798  -0.07
C  -1.42895  -1.13886  4.70535  -0.07
C  -1.87647  -2.40537  5.11215  -0.07
C  -2.33719  -3.32261  4.15758  -0.08
C  -2.36209  -2.99823  2.82035  -0.11
H  -0.53756  -4.14037  -1.40100  0.04
H  -2.59278  -3.55657  -0.05106  0.06
H  0.32087  -3.89242  -3.26033  0.09
H  0.71279  -3.72610  -5.70571  0.11
H  1.61425  -1.62024  -6.69250  0.11
H  2.11742  0.32589  -5.21480  0.11
H  1.71467  0.17232  -2.74929  0.10
H  1.49196  -2.38663  1.68954  0.10
H  3.55172  -3.39637  2.66355  0.11
H  5.32705  -4.32581  1.17730  0.11
H  5.03453  -4.24495  -1.29854  0.11
H  2.98330  -3.25923  -2.28303  0.10
H  -2.97180  0.09716  -1.71774  0.11
H  -5.22442  1.07431  -2.13888  0.11
H  -7.00229  0.94031  -0.39503  0.11
H  -6.51770  -0.17875  1.78130  0.11
H  -4.28700  -1.16568  2.20818  0.10
H  -1.10077  0.19665  3.03442  0.07
H  -1.07512  -0.42190  5.44804  0.11
H  -1.86909  -2.67464  6.16944  0.11
H  -2.69132  -4.30553  4.46978  0.10
H  -2.71832  -3.69192  2.06452  0.08
S  1.38293  4.86627  -0.02657  0.50
C  0.99751  3.30011  -0.05364  -0.98
N  0.89170  2.06521  -0.28136  -0.29

The value obtained for the calculated total energy is -3239.63123 Ha. For the HOMO-LUMO gap (alpha / beta), the calculation gives 4.311 / 4.449 eV. As for the spin multiplicity: 8. The charge is 0. The calculation puts the HOMO energy (alpha / beta) at -4.890 / -5.021 eV.

[6]
Formula: C3H6NO2
Source: the OMol25 dataset
Level of theory: ωB97M-V/def2-TZVPD

Each line ends with the Löwdin charge.
Positions of all 12 atoms, in Å:
O  -1.14405  -0.89968  -2.06648  -0.13
C  -0.68137  -1.71743  -1.25322  -0.67
O  0.02838  -1.49845  -0.24164  -0.15
H  -0.94232  -2.79727  -1.40615  0.08
C  1.04358  0.93633  2.22774  -0.07
C  0.51332  1.69957  1.26405  -0.35
N  0.19908  1.30242  -0.00394  0.05
H  1.15631  -0.13238  2.10479  0.03
H  1.21868  1.41015  3.18183  0.01
H  0.17745  2.71021  1.48861  0.08
H  0.01452  0.31196  -0.24052  0.04
H  -0.25888  1.97434  -0.58732  0.06

The energy above the lowest of the compared OMol25 structures with the same formula, charge and spin is 75.4 kJ/mol. The value obtained for the calculated total energy is -323.18956 Ha. For the HOMO-LUMO gap, the calculation gives 8.189 eV. The charge is -1. The calculation puts the HOMO energy at -3.978 eV.

> Look up the calculated total energy of the third one.

-1035.39176 Ha

> The highest charge belongs to which entry?

C10H12N4O4Pd

> Which of these has the highest calculated total energy?

C4H10O

> What is the calculated total energy in the fourth record?

-265.77263 Ha